No. 1
Below is a molecular structure, C27H24AuN3O2S5 in a non-equilibrium geometry, with properties calculated with wB97M-V/def2-TZVPD.

Geometry (Å):
H  2.248  0.185  -4.862
C  0.085  -3.369  5.077
N  1.872  0.446  0.838
C  0.408  0.025  -3.776
C  -5.269  1.083  -0.010
C  2.535  0.473  -2.759
H  0.452  -4.067  5.827
H  -3.589  -3.337  0.539
S  -2.404  0.385  3.034
O  3.852  0.831  -0.215
H  0.194  2.262  2.063
C  -2.954  -2.497  0.276
C  -5.721  0.019  0.761
H  -3.460  1.976  -2.465
Au  -0.232  -0.297  0.459
O  -2.418  -0.022  -3.215
N  -1.960  -0.178  -0.987
H  3.020  -0.006  5.914
C  2.137  1.217  4.394
H  0.930  3.280  3.318
S  -2.023  0.238  5.918
C  -4.031  1.050  -0.625
S  -0.327  -1.668  2.425
C  3.311  -1.854  1.645
H  3.594  0.667  -2.794
N  0.596  0.276  -1.444
C  2.653  0.585  -0.231
C  -3.239  -0.117  -0.493
C  2.289  0.372  2.146
C  1.902  0.455  -1.524
H  4.003  -1.482  0.891
C  3.243  -0.873  3.966
S  -4.059  2.098  4.806
H  -0.227  -0.182  -4.623
C  -0.158  0.082  -2.509
H  1.718  3.070  1.747
C  2.968  -0.771  2.615
C  1.137  2.569  2.522
C  -0.997  -0.791  4.942
H  1.799  1.972  5.092
C  -4.953  -1.126  0.878
H  2.405  -2.181  1.131
H  -0.943  -3.597  4.815
S  0.139  -1.736  5.872
C  -1.158  -0.728  3.594
C  -2.890  0.981  4.604
C  1.775  0.227  -3.893
H  -2.545  2.521  -1.065
C  -1.636  -0.030  -2.276
H  -6.681  0.079  1.252
H  0.723  -3.376  4.197
C  -3.734  -1.229  0.233
H  -2.163  -2.434  1.026
H  -4.218  3.067  -1.298
C  -3.538  2.225  -1.406
H  -2.476  -2.688  -0.682
H  -5.894  1.958  -0.119
C  1.871  1.375  3.046
H  3.776  -1.739  4.333
H  3.766  -2.699  2.152
C  2.821  0.103  4.857
H  -5.305  -1.959  1.471

Computed properties:
HOMO (spin up / spin down) = -7.64 / -7.64 eV
multiplicity = 1

***

No. 2
Below is a molecular structure, C27H24BaN10O3S, with properties calculated with wB97M-V/def2-TZVPD.

Geometry (Å):
H  -4.938  -0.749  -4.266
C  -2.771  1.213  -1.664
C  -2.383  0.351  2.208
C  -0.771  -1.274  2.494
H  -2.794  5.000  -1.819
H  2.983  -0.211  5.385
C  -2.997  0.037  3.406
C  3.510  -3.268  -1.461
C  2.121  0.417  -4.963
H  -0.585  3.204  4.330
C  0.689  2.181  3.037
H  3.624  -5.623  0.968
H  3.197  0.721  2.523
N  0.702  0.861  -3.104
H  -4.412  3.684  -3.240
H  -3.391  -0.604  -3.519
C  -2.451  -0.983  4.173
C  0.166  1.873  -3.794
H  1.670  -1.288  4.884
O  -5.664  1.567  -3.780
C  -1.931  3.224  -0.986
C  -1.319  -1.635  3.724
H  2.891  -0.216  -5.377
H  -3.874  0.579  3.731
H  1.920  1.712  -6.658
C  1.572  1.474  -5.661
H  0.091  3.048  -5.580
H  4.731  -4.996  -1.173
C  1.900  -0.347  5.386
N  2.235  0.408  2.433
C  -3.697  3.202  -2.587
C  1.664  0.125  -3.678
C  0.561  2.219  -5.070
N  -1.910  1.894  -0.907
H  -2.749  0.132  -1.548
O  2.981  -1.799  -3.780
N  1.445  1.091  3.358
C  1.875  -2.787  0.259
H  1.833  -4.196  1.856
H  -0.617  2.434  -3.294
H  -1.226  3.752  -0.355
H  -2.746  1.157  1.580
O  1.257  -2.305  3.029
C  3.321  -4.737  0.424
N  2.012  -1.319  -1.717
C  -3.670  1.813  -2.532
C  -2.812  3.919  -1.804
C  3.931  -4.390  -0.767
C  2.476  -2.445  -0.991
S  0.596  3.032  1.595
H  3.968  -3.014  -2.401
C  0.525  -1.972  2.061
H  1.547  -0.368  6.414
C  2.294  -1.124  -3.006
N  0.388  1.603  5.213
C  1.236  0.777  4.689
Ba  0.500  0.266  -0.343
C  2.308  -3.936  0.922
C  -4.637  1.048  -3.391
H  -0.838  -2.413  4.298
H  -2.902  -1.257  5.119
N  0.059  2.446  4.187
N  0.747  -2.071  0.767
H  2.185  -0.594  2.657
N  -4.319  -0.246  -3.653
N  -1.308  -0.297  1.759

Computed properties:
HOMO = -6.79 eV
multiplicity = 1
relative energy (zero: lowest compared OMol25 entry of this formula, charge and spin) = 25.5 kJ/mol